No. 1
{
  "formula": "C26H24N2O4",
  "method": "ωB97M-V/def2-TZVPD",
  "elements": ["O", "C", "H", "H", "H", "H", "H", "H", "C", "H", "H", "N", "C", "C", "O", "H", "H", "C", "H", "H", "C", "C", "H", "C", "O", "C", "C", "C", "H", "C", "C", "N", "C", "C", "C", "H", "C", "H", "H", "C", "C", "C", "C", "H", "C", "H", "C", "H", "H", "C", "H", "C", "H", "C", "H", "O"],
  "positions_angstrom": [[0.8463, -0.4828, -1.9384], [-3.4926, 4.2337, 0.6494], [-2.0327, -7.9371, 1.3754], [-0.4311, 2.9615, -1.7865], [0.6421, -3.4959, 2.7236], [2.8136, 1.2498, -1.5609], [-3.1076, 1.7782, 2.9328], [-1.3513, -7.6966, 2.9910], [-3.5165, 3.5946, 1.8776], [-2.6086, 1.8219, -2.4881], [-2.2315, -3.4790, -0.4410], [0.9489, -1.6298, 0.8153], [-0.7289, -3.3441, 1.0640], [-2.0098, -7.2727, 2.2374], [1.1686, 1.7651, -3.3873], [-2.3044, 0.5860, 0.9236], [5.3431, 3.6030, 1.9531], [-0.5448, -5.2486, 2.5203], [2.9847, -0.4201, 1.7934], [-3.8743, 4.1168, 2.7531], [-1.5576, -5.9049, 1.8319], [4.7782, 3.0941, 1.1855], [4.0777, 1.5759, 2.5124], [2.5907, 0.0870, 0.9183], [-1.1422, -1.2285, 0.0682], [3.3402, 1.7715, -0.7799], [-2.6036, 2.2467, -0.3822], [0.8032, 0.1059, -0.8759], [-2.9572, -5.7480, 0.2203], [4.0680, 1.9521, 1.4988], [4.0552, 2.9127, -1.0896], [0.2355, 1.3178, -0.7282], [4.7706, 3.5828, -0.1108], [-3.0857, 2.2825, 1.9772], [1.4971, -0.4371, 0.3465], [0.0980, 1.6985, 0.1951], [-0.5805, 1.8734, -1.7885], [-3.0236, 4.0647, -1.4304], [-0.0752, -5.7321, 3.3651], [-2.1627, -5.2544, 0.7606], [-0.1289, -3.9849, 2.1439], [-2.6312, 1.6130, 0.8543], [-1.7621, -3.9891, 0.3862], [4.0557, 3.2777, -2.1057], [-0.3537, -1.9861, 0.6002], [5.3276, 4.4745, -0.3575], [3.3219, 1.2807, 0.5263], [1.4659, 1.3987, -4.2345], [-3.0188, -7.2266, 2.6466], [-0.0876, 1.3602, -3.1451], [-2.1461, 0.4532, -1.4610], [-3.0366, 3.5641, -0.4723], [-3.8326, 5.2559, 0.5656], [-2.0662, 1.5331, -1.5874], [1.5523, -2.2491, 1.3369], [-0.7739, 0.8268, -3.9694]],
  "lowdin_charge": [0.11, -0.09, 0.08, 0.17, 0.11, 0.09, 0.10, 0.07, -0.10, 0.13, 0.12, 0.15, -0.13, -0.05, 0.10, 0.09, 0.10, -0.04, 0.12, 0.10, -0.27, -0.09, 0.11, 0.02, 0.08, -0.03, -0.23, -0.46, 0.12, -0.05, -0.07, 0.15, -0.09, -0.08, -0.13, 0.16, -0.18, 0.11, 0.11, -0.03, -0.03, -0.04, 0.00, 0.10, -0.39, 0.10, -0.22, 0.14, 0.09, -0.51, 0.12, -0.04, 0.10, -0.08, 0.14, 0.12],
  "e_homo_ev": -8.270,
  "smiles": "Cc1ccc(C(=O)N/C(=C/c2ccccc2)C(=O)N[C@H](Cc2ccccc2)C(=O)O)cc1",
  "e_lumo_ev": 0.29
}

=====

No. 2
{
  "formula": "C3H5O2S",
  "method": "ωB97M-V/def2-TZVPD",
  "elements": ["H", "C", "O", "H", "S", "C", "O", "H", "C", "H", "H"],
  "positions_angstrom": [[-0.1178, 0.6707, 1.3181], [-0.6872, -0.4096, -0.5098], [2.2362, 0.1206, 1.5376], [-0.7265, -1.4140, -0.0828], [-2.3885, 0.2721, -0.6737], [0.2469, 0.4615, 0.3084], [1.9885, -1.0290, -0.3895], [0.4515, 1.3931, -0.2009], [1.6607, -0.1935, 0.4860], [-1.9734, 1.5376, -0.7795], [-0.2812, -0.5456, -1.5069]],
  "lowdin_charge": [0.10, -0.58, -0.08, 0.07, 0.61, -0.23, -0.09, 0.09, -0.77, -0.17, 0.06],
  "e_homo_ev": -4.084,
  "smiles": "O=C([O-])CCS",
  "charge": -1,
  "e_lumo_ev": 3.18
}

=====

No. 3
{
  "formula": "C23H41ClP2Sc",
  "method": "ωB97M-V/def2-TZVPD",
  "elements": ["H", "C", "H", "H", "C", "C", "P", "H", "C", "H", "C", "C", "H", "H", "C", "Cl", "H", "H", "C", "H", "H", "C", "H", "C", "C", "C", "H", "H", "H", "H", "H", "H", "H", "H", "H", "C", "Sc", "C", "H", "H", "C", "P", "C", "H", "H", "H", "C", "H", "C", "H", "H", "H", "H", "C", "H", "H", "H", "H", "C", "H", "H", "C", "H", "C", "H", "H", "H", "C"],
  "positions_angstrom": [[-0.8953, -1.8445, 2.3685], [2.7862, -0.4977, 0.8065], [5.3451, -1.0726, -1.2802], [-0.1792, 1.3687, 2.0697], [0.2855, -0.5539, -0.9623], [-3.2393, 1.6168, 2.3505], [1.5770, 1.4733, -2.4762], [2.8118, 1.6310, 0.3234], [1.0914, -2.9298, -0.2498], [-6.4550, 0.8433, 2.6899], [2.4181, 0.2592, -3.5368], [-4.9862, -1.6891, 2.2977], [-6.1965, 1.0693, 0.9485], [3.1695, 0.7997, -4.1403], [-1.8629, -1.8492, 2.8874], [-3.8647, -0.5886, -1.1994], [-5.8210, 2.3910, 2.0818], [-3.8706, 3.4979, 3.1496], [1.6745, -1.3100, 1.5748], [-0.4428, -0.4085, -1.7904], [3.5759, 2.6265, -3.0973], [0.2069, 2.2112, -3.3583], [0.5474, 2.4964, -4.3733], [-4.0310, -0.5523, 2.3061], [-2.1482, 0.7515, 2.7005], [4.9588, -0.3789, -2.0421], [3.5026, -0.1810, 1.5932], [2.9443, -2.5016, -4.4398], [-3.6791, 3.4915, 1.3942], [0.5160, 1.5823, -0.4964], [-0.7800, 2.1739, 3.5124], [0.7462, -0.7150, 1.6208], [2.3908, 3.7044, -2.3124], [-0.6444, 1.5210, -3.4418], [1.7123, -0.2250, -4.2355], [-3.2572, 3.1000, 2.3268], [-2.6608, 0.2878, 0.5236], [-0.7676, 1.2106, 2.9870], [2.0040, -1.4112, 2.6165], [1.3846, -3.4771, 1.7768], [3.7320, -2.3559, -3.6881], [3.3422, -0.9824, -2.5907], [2.8651, 2.7155, -2.2689], [-1.6475, -1.9884, 3.9566], [-0.1232, 3.1156, -2.8321], [3.8474, -3.2721, -3.0895], [-4.3963, 0.8112, 2.1175], [-5.2581, -1.9922, 1.2781], [1.1131, -1.8322, -1.2693], [5.6513, -0.3727, -2.8992], [-0.2254, 0.4831, 3.6028], [3.3911, -1.1469, 0.1459], [0.7718, -2.2519, -2.2288], [1.1853, 0.7417, -0.8370], [-4.5716, -2.5593, 2.8200], [-2.4161, -2.7309, 2.5465], [2.2228, -1.5211, -1.4140], [-2.2481, 3.4991, 2.4369], [1.3793, -2.6738, 1.0350], [-0.3120, -0.7059, -0.0324], [4.9138, 0.6258, -1.6068], [-2.6332, -0.6084, 2.6337], [4.6866, -2.1219, -4.1852], [-5.7902, 1.3017, 1.9447], [0.8392, -3.9452, -0.5988], [3.4025, 2.5969, -1.3200], [-5.9236, -1.4172, 2.8007], [2.3349, 0.6666, 0.0688]],
  "lowdin_charge": [0.06, -0.25, 0.06, 0.08, -0.19, -0.30, 0.89, 0.07, -0.10, 0.10, -0.41, -0.01, 0.10, 0.06, -0.01, 0.06, 0.09, 0.11, -0.19, 0.09, 0.06, -0.19, 0.08, -0.28, -0.29, -0.26, 0.12, 0.05, 0.09, 0.08, 0.10, 0.06, 0.06, 0.06, 0.08, -0.02, 0.84, -0.02, 0.11, 0.10, -0.24, 0.82, -0.17, 0.11, 0.06, 0.06, -0.28, 0.09, -0.29, 0.04, 0.10, 0.07, 0.11, -0.50, 0.09, 0.09, -0.06, 0.08, -0.13, 0.06, 0.04, -0.29, 0.04, -0.01, 0.11, 0.05, 0.09, -0.24],
  "e_homo_ev": [-7.790, -7.786],
  "charge": 1,
  "e_lumo_ev": [-3.74, -3.74]
}

=====

No. 4
{
  "formula": "C27H37CuNS4Sb",
  "method": "ωB97M-V/def2-TZVPD",
  "elements": ["H", "H", "C", "H", "H", "H", "C", "C", "C", "H", "H", "H", "S", "C", "C", "Cu", "H", "C", "H", "C", "N", "H", "H", "H", "C", "C", "H", "H", "H", "H", "H", "C", "C", "H", "H", "C", "C", "C", "H", "C", "C", "S", "C", "H", "C", "H", "C", "C", "H", "H", "C", "H", "C", "H", "H", "H", "C", "H", "H", "H", "H", "C", "S", "H", "C", "S", "H", "C", "Sb", "H", "H"],
  "positions_angstrom": [[-1.6166, 2.5294, -1.7894], [-0.3230, -6.6501, 1.6729], [-0.6227, -4.6342, 2.4000], [-4.1563, 2.8763, -0.1396], [-1.9778, 3.2369, 3.1847], [-2.6502, 3.8013, 0.1993], [0.4059, -3.2973, -1.4960], [0.7264, 1.0775, 3.5999], [-1.0316, 2.8688, 3.5832], [0.2429, -5.8818, -0.6387], [-1.6058, 0.7371, -1.7445], [-0.2514, 3.6189, 3.3998], [3.6013, -3.2333, 0.6614], [-0.3193, -5.5681, 1.4153], [-2.1670, 1.6505, -1.4774], [0.0488, -1.0131, 0.0835], [-4.0399, 0.3327, -0.3209], [0.8635, -0.1901, -3.2459], [0.6771, 0.5187, -2.4492], [-0.6288, 1.5250, 3.0077], [0.4929, -2.0065, -1.7616], [0.6528, -5.2800, -2.2671], [2.4678, 2.6626, 1.7771], [1.7467, -0.2420, -6.5256], [0.8429, -1.5789, -2.9973], [1.1350, -2.4838, -4.0508], [1.4036, 2.2108, -1.7230], [-2.6747, 0.9053, 3.4456], [-0.8999, -4.9549, 3.4068], [0.9598, 4.9074, -0.6415], [-2.6264, -0.5307, 0.2466], [0.9563, 3.0224, 0.2501], [1.8147, 3.4803, 1.4296], [-1.0866, 2.8198, 4.6905], [-3.6357, 0.4168, 1.3924], [-3.2127, 0.4018, 0.3781], [0.7014, -4.2473, -2.5299], [1.9098, 2.4534, -0.8114], [-3.1429, 1.6204, -1.9757], [-0.2520, -2.7938, 0.8523], [-2.4031, 1.6325, 0.0366], [4.1453, -1.3990, 0.0713], [1.2069, 0.2696, -4.4921], [2.4503, 4.2986, 1.0383], [1.4732, -0.6284, -5.5410], [-1.4293, 0.1801, 4.5013], [0.2135, 4.2299, -0.2979], [-0.5207, -3.2843, 2.1349], [1.6658, -2.7066, -6.1001], [1.4604, 1.8967, 3.6625], [1.0339, -3.8568, -3.7754], [1.2990, -4.5513, -4.6115], [0.0564, -5.1199, 0.1700], [2.6702, 3.2241, -0.9729], [1.2150, 3.8758, 2.2847], [-0.3679, 4.7201, 0.4874], [-1.6758, 0.4863, 3.4627], [-3.5073, 2.9182, 1.4998], [1.2588, 1.3314, -4.6641], [-0.6869, -2.5878, 2.9749], [-0.4212, 3.9873, -1.1375], [-3.1896, 2.8884, 0.4566], [4.3948, -4.3664, -0.6898], [1.2182, 0.2063, 3.1326], [0.0351, -3.7338, -0.1301], [3.2666, -0.2607, 1.4831], [-1.6502, -0.4261, 2.8451], [1.4525, -1.9806, -5.3197], [-0.3780, 1.3490, 0.8358], [2.4178, 1.5583, -0.4612], [0.5679, 0.7606, 4.6240]],
  "lowdin_charge": [0.05, 0.10, -0.12, 0.09, 0.06, 0.06, -0.19, -0.15, -0.12, 0.10, 0.06, 0.05, -0.17, -0.12, -0.14, 0.12, 0.08, -0.01, 0.06, -0.68, 0.12, 0.08, 0.05, 0.10, -0.19, -0.17, 0.04, 0.06, 0.09, 0.07, 0.06, -0.68, -0.13, 0.09, 0.07, -0.14, 0.00, -0.14, 0.08, -0.16, -0.72, -0.17, -0.08, 0.09, -0.10, 0.09, -0.12, -0.13, 0.11, 0.07, -0.01, 0.13, -0.06, 0.09, 0.06, 0.08, -0.13, 0.06, 0.10, 0.08, 0.05, -0.11, -0.14, 0.01, -0.23, -0.15, 0.05, -0.05, 1.60, 0.01, 0.07],
  "e_homo_ev": [-3.501, -3.458],
  "spin_multiplicity": 2,
  "charge": -1,
  "e_lumo_ev": [2.45, 2.16]
}

=====

No. 5
{
  "formula": "C32H40GeN4S7Sc",
  "method": "ωB97M-V/def2-TZVPD",
  "elements": ["H", "C", "C", "H", "N", "Ge", "H", "H", "H", "H", "H", "H", "C", "S", "C", "H", "Sc", "H", "H", "S", "C", "C", "N", "C", "H", "H", "C", "C", "C", "S", "C", "C", "C", "C", "C", "H", "C", "C", "S", "H", "H", "C", "C", "H", "H", "H", "H", "S", "C", "H", "H", "C", "H", "H", "H", "S", "H", "H", "C", "H", "C", "C", "H", "N", "H", "H", "H", "C", "C", "C", "S", "H", "C", "H", "C", "H", "H", "H", "N", "C", "H", "C", "H", "C", "H"],
  "positions_angstrom": [[1.8526, 0.9092, 5.6943], [7.3893, -0.9641, -0.5829], [-3.6487, 1.8446, -1.0949], [-5.8472, 4.2233, -0.2484], [1.7906, 4.7835, 1.9762], [-5.4784, 1.7006, -0.3722], [-3.2841, 2.8486, -0.8671], [-7.8129, 1.5908, -1.3668], [5.7878, -3.9047, -0.0624], [-1.9590, -1.0676, -5.0183], [-0.3282, -2.0497, 3.5144], [2.1684, -0.6845, 7.5596], [-3.7345, 0.0626, -2.9035], [0.4222, -2.3597, -1.0606], [7.2110, -2.3198, -0.3478], [4.1351, -1.6058, 1.8783], [-0.3177, 0.1394, -0.9282], [-5.2158, -0.6924, 0.4501], [-4.7790, -0.1474, -2.6704], [-0.5230, 2.5366, 0.1878], [0.7388, -0.4597, 4.4830], [0.3937, -2.6490, 5.4499], [1.1966, 0.0452, 2.0957], [0.2173, -1.7533, 4.4050], [-0.0167, -3.6494, 5.3748], [-1.4937, 2.4753, -5.2762], [2.6394, -0.0654, 2.1211], [0.5769, 0.5042, 3.3225], [-5.9185, 3.4081, 0.4754], [0.0739, -0.6357, -3.8485], [1.0951, -2.2703, 6.5910], [-3.4478, 1.5317, -2.5814], [1.4388, -0.0923, 5.6275], [5.0004, -0.6755, -0.6718], [-6.8236, 1.3540, -1.7665], [-0.9553, -2.5015, -4.9495], [3.0502, -1.5081, 1.8689], [-1.3344, -1.6679, -4.3572], [1.8119, 1.2355, -1.7966], [-6.9332, 3.3925, 0.8819], [-4.1124, 2.1437, -3.1955], [-2.1588, -2.2403, -3.2062], [1.1502, 2.9887, 0.2204], [1.0197, 1.4677, 3.5837], [2.9406, -2.5987, -1.3192], [-5.2197, 3.6150, 1.2897], [-6.4910, 0.1243, 1.3782], [-2.7037, -1.0788, -1.9292], [-5.5022, 0.2469, 0.9306], [-3.5937, -0.1542, -3.9604], [-4.7770, 0.4466, 1.7237], [4.8105, -2.0342, -0.4323], [0.6526, 1.4579, -4.6285], [8.0702, -2.9671, -0.2152], [4.1339, -0.0364, -0.8046], [-1.7270, 2.0313, -2.9400], [-0.4767, 0.6774, 3.1160], [2.6329, -2.1413, 2.6613], [3.4167, -2.6155, -0.3425], [3.0030, 0.2675, 3.0943], [6.2791, -0.1403, -0.7414], [2.1112, 2.4719, -0.5877], [-2.3588, 0.9757, -5.0085], [2.5478, -1.8975, 0.5697], [-6.8287, 0.3063, -2.0728], [6.3981, 0.9238, -0.9048], [-3.0391, -2.7432, -3.6097], [5.9264, -2.8476, -0.2658], [1.5196, 3.9849, 1.1916], [-0.1912, 0.8168, -4.8926], [-1.2695, -0.7658, 1.1740], [-6.6607, 1.9740, -2.6512], [-1.5042, 1.5646, -4.6766], [-3.0298, 1.1724, -0.4884], [0.5010, -0.7841, 1.1702], [-0.0880, 0.5364, -5.9423], [3.4976, -3.6700, -0.0452], [8.3883, -0.5465, -0.6316], [4.5621, 3.2849, -0.4371], [1.2033, -1.6494, 0.3367], [3.0984, 0.5670, 1.3544], [1.6171, -0.9885, 6.6776], [1.2346, -2.9726, 7.4042], [3.4640, 2.9370, -0.4929], [-1.5853, -2.9728, -2.6404]],
  "lowdin_charge": [0.11, -0.10, -0.36, 0.02, 0.14, 0.82, 0.05, 0.02, 0.10, 0.06, 0.09, 0.09, -0.45, 0.59, -0.10, 0.12, 0.05, 0.02, 0.05, 0.58, -0.20, -0.09, -0.14, -0.04, 0.10, 0.08, -0.12, -0.17, -0.22, 0.80, -0.11, -0.68, -0.05, -0.03, -0.22, 0.08, -0.12, -0.49, 0.59, 0.01, 0.10, -0.52, -0.75, 0.12, 0.08, 0.02, 0.02, 0.85, -0.21, 0.06, 0.03, -0.22, 0.06, 0.09, 0.07, 0.89, 0.08, 0.13, -0.15, 0.13, -0.07, -0.73, 0.05, -0.13, 0.01, 0.09, 0.08, -0.06, -0.29, -0.53, 0.53, 0.02, -0.50, 0.00, -0.77, 0.08, 0.12, 0.09, 0.15, -0.72, 0.11, -0.10, 0.09, -0.30, 0.02],
  "e_homo_ev": -3.622,
  "charge": -1,
  "e_lumo_ev": 1.73
}